1.
{"formula": "C4H6O2", "method": "wB97M-V/def2-TZVPD", "species": ["O", "C", "C", "C", "C", "O", "H", "H", "H", "H", "H", "H"], "xyz": [[0.25, 1.31, -1.30], [-0.56, 0.74, -0.27], [-0.70, -0.82, -0.26], [0.80, -0.89, 0.05], [0.14, 0.12, 1.00], [-0.99, -0.79, 1.18], [0.61, 2.12, -0.94], [-1.39, 1.44, -0.30], [-1.33, -1.49, -0.85], [1.17, -1.82, 0.49], [1.45, -0.47, -0.72], [0.54, 0.57, 1.92]], "fmax_ev_per_a": 1.62, "total_charge": 0, "e_tot_ev": -8336.7249, "homo_ev": -9.6, "de_lowest_kj_mol": 360.5, "homo_lumo_gap_ha": 0.3817, "molar_mass_g_mol": 86.090}

=====

2.
{"formula": "C25H34N8RhS2Se", "method": "wB97M-V/def2-TZVPD", "species": ["Rh", "Se", "N", "C", "C", "C", "C", "C", "N", "C", "C", "N", "C", "C", "C", "C", "C", "N", "H", "H", "H", "H", "H", "H", "C", "C", "C", "C", "N", "C", "S", "N", "C", "C", "C", "C", "H", "H", "H", "H", "H", "H", "H", "H", "H", "H", "H", "H", "H", "H", "H", "H", "H", "H", "H", "H", "S", "C", "N", "C", "C", "C", "N", "H", "H", "H", "H", "H", "H", "H", "H"], "xyz": [[-0.80, 0.71, 0.37], [-1.11, -5.53, 4.64], [-0.91, -3.82, 5.04], [-0.89, -3.16, 3.91], [-0.74, -1.72, 3.83], [-0.61, -0.87, 4.93], [-0.48, 0.49, 4.73], [-0.48, 0.99, 3.43], [-0.60, 0.19, 2.37], [-0.74, -1.14, 2.56], [-0.89, -1.93, 1.36], [-0.90, -1.26, 0.18], [-0.98, -1.93, -0.97], [-1.08, -3.31, -0.99], [-1.11, -4.01, 0.20], [-1.01, -3.31, 1.41], [-1.01, -3.95, 2.72], [-1.13, -5.24, 2.89], [-0.62, -1.29, 5.93], [-0.40, 1.17, 5.56], [-0.38, 2.05, 3.24], [-0.96, -1.36, -1.88], [-1.15, -3.82, -1.94], [-1.21, -5.09, 0.22], [7.56, 1.05, 3.35], [6.17, 1.45, 3.82], [5.16, 1.47, 2.67], [3.77, 1.88, 3.15], [2.76, 1.89, 2.07], [2.26, 0.82, 1.50], [1.33, 1.09, 0.00], [2.50, -0.39, 1.96], [2.30, -1.68, 1.27], [3.62, -2.23, 0.76], [4.24, -1.39, -0.35], [5.58, -1.96, -0.81], [8.26, 1.04, 4.18], [7.94, 1.75, 2.60], [7.55, 0.05, 2.91], [6.20, 2.44, 4.28], [5.82, 0.76, 4.59], [5.13, 0.48, 2.19], [5.49, 2.17, 1.90], [3.79, 2.88, 3.56], [3.42, 1.23, 3.96], [2.53, 2.78, 1.65], [3.11, -0.44, 2.77], [1.60, -1.52, 0.45], [1.84, -2.36, 1.99], [3.44, -3.25, 0.40], [4.32, -2.33, 1.60], [4.39, -0.36, -0.01], [3.55, -1.35, -1.20], [6.30, -1.98, 0.01], [6.01, -1.35, -1.61], [5.47, -2.97, -1.18], [-1.58, 1.04, -1.74], [-2.05, 2.74, -1.91], [-3.31, 3.00, -2.18], [-3.80, 4.34, -2.56], [-2.65, 5.15, -3.14], [-1.47, 5.11, -2.19], [-1.15, 3.70, -1.87], [-3.95, 2.22, -2.21], [-4.23, 4.82, -1.68], [-4.60, 4.20, -3.29], [-2.97, 6.18, -3.29], [-2.36, 4.75, -4.11], [-1.68, 5.65, -1.26], [-0.58, 5.55, -2.64], [-0.18, 3.43, -1.78]], "fmax_ev_per_a": 0.52, "total_charge": 3, "e_tot_ev": -128400.3565, "homo_ev": [-16.7, -16.7], "de_lowest_kj_mol": 3.9, "homo_lumo_gap_ha": [0.2226, 0.2226], "molar_mass_g_mol": 692.603}